1.
Here is C4H22BaF3O10 as an isolated structure at a distorted geometry from OMol25. Energies are from the ωB97M-V functional and the def2-TZVPD basis.

Output
* net charge: +1
* calculated total energy: -1242.99345 Eh
* HOMO-LUMO gap: 0.2678 Ha
* molecular weight: 424.5 g/mol
* LUMO: -3.188 eV

```
40
Properties=species:S:1:pos:R:3:forces:R:3
Ba 9.1276 9.4380 7.4306 0.719 -1.842 -0.477
C 8.6715 6.3353 4.8158 1.042 2.059 1.572
O 7.3839 6.4831 5.3534 -1.064 -0.012 0.371
O 9.4707 7.0733 5.7224 -0.463 -1.563 -1.244
C 8.9844 4.8022 4.5554 -0.799 2.910 -0.172
F 7.9958 4.2329 3.8003 0.833 0.219 0.228
F 10.1486 4.7379 3.8961 -0.168 -0.741 0.109
F 9.0242 4.1778 5.6993 0.495 -1.236 0.875
C 6.3216 6.7227 4.4799 -1.659 -1.600 0.400
C 5.0548 7.1738 5.2252 -0.571 0.018 -1.437
H 4.8654 8.1969 4.9003 0.008 0.575 1.358
H 4.8877 6.8285 6.2454 0.619 0.699 0.165
H 4.2042 6.7132 4.7228 -0.020 -0.384 -0.228
H 5.9895 5.7774 4.0507 0.522 -0.178 -0.546
H 6.4907 7.4184 3.6580 0.645 0.153 0.035
H 8.6585 6.8019 3.8308 0.183 -0.006 -0.591
O 11.9170 8.6433 7.8636 -0.286 0.258 -0.078
H 12.2855 8.0862 8.5492 0.089 -0.212 0.142
H 12.6126 9.2697 7.6636 0.292 0.046 -0.062
O 9.7319 6.7840 8.5614 -0.154 0.582 1.059
H 10.6018 6.3847 8.5508 0.101 -0.222 -0.204
H 9.2986 6.4358 7.7822 0.106 -0.294 -1.227
O 10.9746 11.4527 7.4145 -0.016 0.045 0.059
H 10.6512 12.3456 7.2941 -0.120 0.363 -0.003
H 11.8637 11.4697 7.0603 0.288 0.010 -0.105
O 9.9297 10.0609 4.7824 -0.191 0.380 0.227
H 9.7195 9.3390 4.1901 -0.030 -0.707 -0.010
H 10.5480 10.6020 4.2912 0.157 0.236 -0.084
O 8.1072 11.6471 8.6111 0.124 0.132 0.187
H 8.1822 12.5334 8.9649 0.123 0.274 0.165
H 7.1723 11.4476 8.6598 -0.421 0.040 -0.090
O 6.8916 7.9665 8.1595 -0.014 0.442 0.224
H 5.9875 7.9353 8.4722 -0.227 0.020 0.118
H 7.1160 7.0529 7.9828 0.119 -0.463 -0.338
O 6.8159 10.4626 6.3133 0.052 0.157 0.104
H 5.9000 10.2411 6.4812 -0.308 -0.278 0.026
H 6.8597 10.6015 5.3672 0.067 0.110 -0.398
O 9.6550 9.5102 10.2960 -0.051 0.100 -0.308
H 10.2993 8.9563 10.7367 0.129 -0.319 0.046
H 9.3558 10.1162 10.9739 -0.148 0.231 0.129
```
Forces are in eV/Å.

Now the Mulliken charges, all in e: 1.636, -0.374, 0.021, -0.814, 0.753, -0.274, -0.254, -0.247, -0.303, -1.110, 0.202, 0.236, 0.418, 0.244, 0.367, 0.276, -0.391, 0.259, 0.196, -0.595, 0.288, 0.250, -0.435, 0.244, 0.236, -0.448, 0.266, 0.226, -0.482, 0.240, 0.268, -0.471, 0.228, 0.238, -0.474, 0.236, 0.254, -0.386, 0.245, 0.231

2.
Here is the molecule C2H4O5S at a distorted geometry from OMol25. Energies are from the ωB97M-V functional and the def2-TZVPD basis.

Output
* calculated total energy: -853.00195 Eh
* HOMO-LUMO gap: 0.4534 Ha
* SMILES: CC(=O)OS(=O)(=O)O
* molecular weight: 140.1 g/mol
* energy relative to the best compared isomer or geometry (same formula, charge and spin): 0.000 eV
* LUMO: 0.602 eV

```
12
Properties=species:S:1:pos:R:3:forces:R:3
C 0.6409 -0.1545 0.0676 1.350 -0.771 0.066
C 1.9688 0.5124 -0.1029 -0.052 0.086 0.101
O -2.0292 -1.0999 0.8125 -0.565 0.529 0.251
O -2.7380 1.1614 0.3092 -0.025 0.081 0.548
O -0.3324 0.6952 0.4363 -1.159 0.413 -0.053
O -1.6298 -0.1801 -1.4259 -0.202 -0.122 -0.307
O 0.4358 -1.3299 -0.0813 0.334 -0.152 0.010
S -1.8165 0.1696 -0.0683 -0.065 0.058 -0.391
H 1.9238 1.5381 0.2466 0.095 0.056 0.014
H 2.2196 0.5031 -1.1636 -0.040 -0.010 -0.024
H 2.7361 -0.0483 0.4289 -0.072 -0.008 -0.021
H -1.3791 -1.7669 0.5410 0.401 -0.160 -0.192
```
Forces are in eV/Å.

Now the Mulliken charges, all in e: 0.912, -1.006, -0.432, -0.541, -0.328, -0.547, -0.604, 1.205, 0.315, 0.282, 0.303, 0.439

3.
Here is C54H52BrN5OS2SbTi as an isolated structure at a distorted geometry from OMol25. Energies are from the ωB97M-V functional and the def2-TZVPD basis.

Output
* net charge: +1
* calculated total energy: -6898.04454 Eh
* <S²>: 2.016
* multiplicity: 3
* HOMO-LUMO gap (spin up / spin down): 0.2021 / 0.2518 Ha
* molecular weight: 1100.7 g/mol
* energy relative to the best compared isomer or geometry (same formula, charge and spin): 0.200 eV
* LUMO (spin up / spin down): -3.077 / -3.469 eV

```
117
Properties=species:S:1:pos:R:3:forces:R:3
Ti 0.0779 0.5234 0.3366 0.487 -0.414 -1.417
C -4.2568 0.4980 -0.5591 -0.033 -0.010 -0.031
C -4.8426 0.3745 0.6935 0.078 0.028 -0.020
C -4.0314 0.3578 1.8123 0.183 0.077 -0.077
C -2.6581 0.4750 1.6370 -0.097 -0.076 0.387
N -2.0989 0.6110 0.4298 0.038 0.112 -0.022
C -2.8829 0.6088 -0.6510 0.026 0.024 0.043
C -1.6869 0.4779 2.7517 -0.121 -0.085 0.150
C -1.9979 0.4061 4.1067 -0.188 -0.086 -0.228
C -0.9770 0.4813 5.0317 0.084 0.023 0.015
C 0.3211 0.7301 4.6049 0.098 0.037 -0.088
C 0.5650 0.8239 3.2472 0.055 0.091 0.068
N -0.4172 0.6052 2.3562 -0.053 0.394 0.515
C 1.8090 1.3620 2.6314 -0.130 -0.032 0.365
C 2.9808 1.6451 3.3195 -0.125 -0.078 -0.076
C 3.9728 2.3496 2.6593 -0.022 -0.012 -0.027
C 3.7581 2.7767 1.3553 -0.021 0.007 -0.046
C 2.5775 2.4271 0.7291 0.076 -0.072 0.064
N 1.6405 1.7095 1.3497 -0.137 0.002 0.077
H -4.8511 0.5097 -1.4614 -0.019 -0.003 0.007
H -5.9145 0.2869 0.7985 -0.042 -0.001 -0.023
H -4.4493 0.2448 2.8010 -0.023 -0.015 0.009
H -2.3760 0.6981 -1.6031 -0.063 0.004 0.007
H -3.0209 0.2835 4.4300 -0.017 -0.018 -0.002
H -1.1939 0.3995 6.0869 -0.006 0.001 0.038
H 1.1165 0.8876 5.3173 0.017 0.004 0.048
H 3.1103 1.3289 4.3444 0.007 -0.001 0.012
H 4.8993 2.5794 3.1661 0.031 0.025 0.002
H 4.4947 3.3581 0.8212 0.029 0.014 -0.005
H 2.3642 2.6974 -0.2961 0.053 0.047 0.019
C -0.0017 6.4374 -4.8415 0.010 0.046 -0.006
C -1.1248 5.4081 -5.0124 -0.036 -0.039 0.029
C -1.1597 4.9598 -6.4718 0.018 -0.001 -0.055
C -2.4702 6.0665 -4.6800 -0.015 0.028 -0.024
C -0.8724 4.2422 -4.0588 0.007 0.102 0.128
C -0.9259 4.4600 -2.6797 0.000 -0.026 -0.104
C -0.6680 3.4275 -1.8071 -0.051 0.150 -0.588
Br -0.8402 3.7820 0.0429 0.121 -0.066 0.156
C -0.3277 2.1455 -2.2689 0.027 -0.493 0.374
O 0.0035 1.2015 -1.3651 -0.117 0.267 0.010
C -0.3236 1.8747 -3.6412 -0.126 0.407 -0.203
C -0.5869 2.9616 -4.4925 0.004 -0.212 0.096
C -0.1488 0.5031 -4.3235 -0.007 0.051 0.103
C 0.9768 0.5770 -5.3637 0.062 -0.047 -0.040
C 0.1544 -0.6819 -3.4022 -0.015 -0.010 0.035
C -1.4701 0.1857 -5.0418 -0.039 -0.039 -0.038
H -0.1595 7.2804 -5.5151 -0.005 0.039 -0.024
H 0.9714 5.9996 -5.0669 0.017 -0.036 -0.015
H 0.0316 6.8252 -3.8231 0.001 0.008 0.038
H -1.3660 5.8195 -7.1094 -0.005 0.026 -0.007
H -1.9403 4.2199 -6.6530 -0.045 -0.019 0.016
H -0.2072 4.5379 -6.7944 0.048 -0.011 0.011
H -2.6817 6.8639 -5.3933 0.008 0.028 -0.024
H -2.4731 6.5118 -3.6861 0.005 0.003 0.057
H -3.2857 5.3445 -4.7288 -0.016 -0.046 -0.018
H -1.1744 5.4353 -2.2863 -0.005 0.021 0.033
H -0.5804 2.7683 -5.5544 0.002 0.023 0.002
H 1.9432 0.7558 -4.8915 0.011 0.010 0.035
H 0.8149 1.3535 -6.1096 -0.021 0.027 -0.013
H 1.0394 -0.3754 -5.8924 0.005 -0.025 -0.013
H 1.0777 -0.5668 -2.8390 0.052 0.031 0.012
H 0.2526 -1.5726 -4.0260 0.001 -0.011 0.005
H -0.6442 -0.8729 -2.6861 -0.034 0.012 0.017
H -1.7131 0.9206 -5.8081 0.002 0.030 -0.019
H -2.3014 0.1539 -4.3346 -0.012 -0.005 0.037
H -1.4022 -0.7908 -5.5230 0.006 -0.030 -0.020
N 2.9818 -1.6337 1.2347 -0.057 -0.136 0.033
C 3.5177 -0.8819 0.2320 -0.365 -0.083 0.123
N 2.7795 -0.1779 -0.5705 -0.003 0.147 0.057
C 3.5891 0.5403 -1.4494 -0.074 -0.077 0.034
C 3.1331 1.4125 -2.4349 0.054 0.010 -0.008
C 4.0577 2.0824 -3.2137 0.077 -0.002 -0.016
C 5.4294 1.8941 -3.0290 -0.048 0.042 -0.041
C 5.8974 1.0311 -2.0549 -0.005 -0.015 0.018
C 4.9661 0.3644 -1.2703 0.038 0.013 -0.046
S 5.2432 -0.7639 0.0307 0.116 0.089 -0.091
H 2.0260 -1.9396 1.0251 0.106 0.061 0.019
H 3.5746 -2.3306 1.6593 -0.008 0.045 -0.040
H 2.0729 1.5597 -2.5811 0.015 -0.031 0.017
H 3.7112 2.7586 -3.9839 -0.008 0.022 -0.017
H 6.1329 2.4248 -3.6551 0.018 0.005 -0.007
H 6.9589 0.8817 -1.9147 0.025 -0.015 0.018
S -0.1988 -1.8381 0.1823 -0.043 -0.054 0.098
Sb -0.3875 -2.9750 2.5689 0.347 0.393 -0.242
C -0.2586 -4.8950 1.7244 0.038 -0.201 0.014
C 1.0087 -5.3918 1.4333 0.050 -0.003 -0.024
C 1.1598 -6.6469 0.8675 -0.002 -0.022 -0.010
C 0.0397 -7.4177 0.5872 0.044 -0.025 -0.007
C -1.2238 -6.9299 0.8745 -0.041 -0.015 -0.008
C -1.3738 -5.6714 1.4428 -0.078 -0.016 0.002
C -2.3908 -2.9425 3.2116 -0.352 0.014 0.007
C -2.7391 -3.0107 4.5589 0.062 0.009 0.047
C -4.0706 -2.9574 4.9429 -0.016 0.013 0.023
C -5.0686 -2.8418 3.9843 -0.035 -0.002 0.009
C -4.7304 -2.7718 2.6419 0.007 -0.038 -0.014
C -3.3970 -2.8109 2.2573 0.015 -0.056 -0.064
C 0.6471 -3.4221 4.3933 0.059 -0.223 0.370
C 1.5596 -2.5063 4.9019 0.039 0.090 -0.043
C 2.2827 -2.7895 6.0541 0.001 0.068 -0.023
C 2.0919 -3.9942 6.7083 -0.011 -0.066 0.060
C 1.1850 -4.9199 6.2077 0.043 0.016 0.041
C 0.4725 -4.6375 5.0538 -0.060 -0.048 -0.086
H 1.8952 -4.8042 1.6480 0.000 0.028 0.021
H 2.1488 -7.0242 0.6444 0.017 -0.007 -0.001
H 0.1545 -8.3989 0.1472 0.003 -0.018 -0.014
H -2.0973 -7.5309 0.6589 -0.019 0.001 0.000
H -2.3693 -5.3086 1.6666 -0.017 0.018 0.015
H -1.9745 -3.1065 5.3206 0.056 -0.025 -0.006
H -4.3307 -3.0184 5.9915 -0.004 -0.002 0.018
H -6.1073 -2.8149 4.2845 -0.030 -0.001 0.012
H -5.5039 -2.6886 1.8893 -0.025 0.004 -0.016
H -3.1398 -2.7394 1.2043 0.009 0.002 0.005
H 1.7203 -1.5622 4.3900 0.025 -0.065 -0.017
H 2.9973 -2.0714 6.4355 0.021 0.008 0.018
H 2.6529 -4.2187 7.6050 0.020 -0.008 0.028
H 1.0400 -5.8650 6.7131 0.000 -0.025 0.014
H -0.2144 -5.3791 4.6616 -0.027 -0.001 -0.021
```
Forces are in eV/Å.

Atomic partial charges in e from the Mulliken method, atoms 1 to 99: -1.001, -1.069, -0.865, -0.678, 0.599, 0.939, -0.347, -0.340, -0.571, -1.295, -0.359, 0.533, 2.092, 0.146, -0.662, -0.932, -1.177, -0.711, 0.709, 0.561, 0.521, 0.460, 0.339, 0.489, 0.493, 0.431, 0.502, 0.461, 0.514, 0.771, -1.634, 1.871, -2.062, -1.676, -0.340, -0.106, -0.954, -0.111, 0.922, 1.691, -0.497, -0.344, 2.567, -1.679, -1.983, -1.821, 0.457, 0.326, 0.343, 0.448, 0.400, 0.361, 0.462, 0.327, 0.359, 0.485, 0.455, 0.191, 0.295, 0.516, 0.133, 0.659, 0.152, 0.322, 0.292, 0.521, 0.161, 0.249, 0.144, -1.498, 0.952, -1.124, -0.811, -0.475, 0.549, -0.337, -0.542, 0.335, 0.526, 0.532, 0.419, 0.453, -0.625, 1.102, 0.968, -0.584, -0.672, -0.534, -0.746, -0.395, 0.785, -0.681, -0.711, -0.678, -0.846, -0.427, 0.118, -0.459, -0.666

Q: molecular weight of number 1 (C4H22BaF3O10)?
A: 424.5 g/mol

Q: The highest calculated total energy belongs to which entry?
A: C2H4O5S